Here is a 2-piece molecular cluster, C4H10N3S overall at a distorted geometry from the Open Molecules 2025 dataset. Energies are from wB97M-V/def2-TZVPD.

```
18
Properties=species:S:1:pos:R:3:forces:R:3
H -3.2496 -0.7308 2.3911 0.42 -0.06 1.69
N 0.9204 1.1235 -0.8382 1.91 0.81 -2.38
H 0.5312 0.4661 -0.1846 -0.75 -0.66 0.38
H 2.3096 1.4936 -4.0478 -0.17 0.26 2.59
C 1.4070 0.8097 -2.0252 -0.01 0.35 -0.54
N -2.5925 -0.8572 3.2099 -4.82 -0.04 0.78
S 1.2662 -0.6724 -2.8322 0.48 0.23 -0.29
H -0.7861 -1.6214 3.4546 1.42 0.29 1.46
H -1.5239 -2.8335 2.6618 -1.30 1.51 -0.50
H -3.1248 -1.3220 4.0038 0.70 1.04 -1.37
H 0.7482 -1.3046 -1.8244 -0.73 -0.92 0.95
C 2.0504 1.8459 -2.9529 2.82 -1.45 0.46
C -1.0372 -1.0252 1.6363 0.90 -0.61 -2.32
C -1.5800 -1.6773 2.7698 2.54 -2.61 0.11
H 1.0755 2.0850 -0.5710 -0.12 0.01 0.38
N -0.6358 -0.6514 0.6281 0.15 0.28 0.30
H 1.2917 2.5099 -3.0915 -2.00 2.50 -0.41
H 2.9295 2.3623 -2.3874 -1.44 -0.93 -1.30
```
Forces are in eV/Å.

ΔE to the lowest compared entry with this formula, charge and spin ... 144.9 kJ/mol
Calculated total energy ... -19607.850 eV
LUMO energy ... -4.0 eV
Charge ... +1
HOMO ... -0.484 Ha
Frontier orbital gap ... 0.337 Eh